# 1
Computed, not measured: a 2-piece molecular cluster, C31H34N6O3 overall, with ωB97M-V with the def2-TZVPD basis set.

Geometry as ORCA input:
```
! RIJCOSX wB97M-V def2-TZVPD def2/J DEFGRID3
* xyz 0 1
C 4.330 4.206 1.412
N 3.620 3.288 0.541
C 4.287 2.608 -0.451
O 5.461 2.714 -0.736
C 3.293 1.660 -1.093
C 3.772 0.213 -0.953
C 3.919 -0.209 0.476
C 5.100 0.030 1.162
C 5.210 -0.269 2.503
C 4.129 -0.805 3.173
C 2.947 -1.053 2.505
C 2.846 -0.755 1.163
N 1.984 1.890 -0.411
C 0.815 1.296 -0.788
C -0.385 1.506 -0.149
C -1.595 0.966 -0.536
C -2.822 1.217 0.135
C -4.028 0.704 -0.378
C -5.218 0.965 0.255
C -5.246 1.719 1.416
C -4.071 2.220 1.947
C -2.877 1.979 1.318
C 2.182 2.930 0.660
C 1.872 2.410 2.081
C 1.405 3.641 2.895
C 1.084 4.774 1.877
C 1.311 4.194 0.462
H 5.376 4.245 1.119
H 3.913 5.208 1.335
H 4.276 3.868 2.445
H 3.176 1.938 -2.150
H 3.074 -0.461 -1.459
H 4.737 0.099 -1.457
H 5.924 0.486 0.641
H 6.134 -0.075 3.027
H 4.203 -1.017 4.226
H 2.099 -1.465 3.031
H 1.918 -0.917 0.642
H 0.835 0.646 -1.644
H -0.373 2.158 0.702
H -1.613 0.324 -1.398
H -4.005 0.091 -1.264
H -6.136 0.581 -0.155
H -6.181 1.913 1.913
H -4.085 2.798 2.856
H -1.973 2.369 1.746
H 1.097 1.638 2.038
H 2.767 1.939 2.501
H 0.534 3.403 3.519
H 2.191 3.963 3.590
H 0.062 5.154 2.002
H 1.744 5.634 2.044
H 1.827 4.895 -0.202
H 0.365 3.936 -0.023
C -5.935 -3.992 -3.285
N -4.580 -4.288 -2.890
C -4.232 -5.641 -2.758
O -5.050 -6.521 -2.965
N -2.920 -5.954 -2.382
C -2.550 -7.342 -2.237
C -2.001 -4.943 -2.154
C -2.356 -3.590 -2.285
C -3.700 -3.218 -2.660
O -4.056 -2.056 -2.770
N -1.278 -2.846 -2.005
C -0.315 -3.730 -1.719
N -0.702 -5.000 -1.793
H -6.073 -2.911 -3.363
H -6.139 -4.461 -4.249
H -6.621 -4.399 -2.542
H -1.504 -7.424 -1.945
H -3.179 -7.805 -1.479
H -2.707 -7.856 -3.183
H 0.687 -3.414 -1.448
*
```

Frontier orbital gap, eV: 3.329
Relative energy (zero: lowest compared OMol25 entry of this formula, charge and spin), eV: 0.000
E_LUMO, eV: -2.543
Strongest force on any atom, eV/Å: 2.961

Electronic structure analysis, Mulliken charges in units of e:
1. C -1.0268
2. N 0.2746
3. C 0.0970
4. O -0.6757
5. C 0.1517
6. C -1.4331
7. C 0.2369
8. C -0.1414
9. C -0.8256
10. C -0.3964
11. C -0.9229
12. C -0.0680
13. N 0.4218
14. C -0.4315
15. C 1.1122
16. C -0.8637
17. C 0.5934
18. C -0.4888
19. C -0.7426
20. C -0.2890
21. C -0.8046
22. C -0.3484
23. C 0.5749
24. C -1.0592
25. C -0.9650
26. C -0.6922
27. C -1.2465
28. H 0.4152
29. H 0.2737
30. H 0.2953
31. H 0.4956
32. H 0.5763
33. H 0.5753
34. H 0.4683
35. H 0.4209
36. H 0.4022
37. H 0.4410
38. H 0.6509
39. H 0.5969
40. H -0.6400
41. H 0.3526
42. H 0.5199
43. H 0.4434
44. H 0.4009
45. H 0.4059
46. H 0.6755
47. H 0.4337
48. H 0.3239
49. H 0.3836
50. H 0.4064
51. H 0.4408
52. H 0.3683
53. H 0.4040
54. H 0.3861
55. C -1.1318
56. N 0.0647
57. C 0.3541
58. O -0.6845
59. N 0.0716
60. C -1.0832
61. C 1.3921
62. C -0.0396
63. C 0.3604
64. O -0.7496
65. N -0.6647
66. C -0.4629
67. N -0.7883
68. H 0.3560
69. H 0.3094
70. H 0.3197
71. H 0.3911
72. H 0.2931
73. H 0.2898
74. H 0.4451

---

# 2
Computed, not measured: a 6-piece molecular cluster, C31H34O11 overall, with ωB97M-V with the def2-TZVPD basis set.

Geometry as ORCA input:
```
! RIJCOSX wB97M-V def2-TZVPD def2/J DEFGRID3
* xyz 0 1
C 2.361 5.018 3.543
O 2.022 3.699 3.934
H 2.967 5.550 4.309
H 1.493 5.763 3.387
H 2.824 5.075 2.671
H 1.674 3.239 3.246
C -2.303 -3.957 -1.105
C -0.932 -3.796 -1.450
C 0.106 -3.937 -0.551
C -0.135 -4.483 0.740
C -1.453 -4.710 1.143
C -2.550 -4.427 0.283
O -3.822 -4.721 0.577
O 1.384 -3.796 -0.827
H -3.000 -3.985 -1.795
H -0.755 -3.574 -2.474
H 0.631 -4.697 1.451
H -1.751 -4.984 2.114
H -4.040 -4.795 1.446
H 1.500 -3.316 -1.519
C 0.037 0.134 0.811
C -0.664 0.080 -0.408
C -1.389 1.023 -1.093
C -1.698 2.158 -0.423
C -1.144 2.380 0.842
C -0.268 1.421 1.389
O 0.331 1.645 2.652
O -1.824 0.755 -2.357
H 0.590 -0.717 1.339
H -0.363 -1.093 -0.760
H -2.194 3.009 -0.817
H -1.568 3.309 1.670
H 0.197 0.970 3.145
H -1.827 1.357 -2.970
C -1.255 4.798 -2.756
C -1.665 6.022 -2.147
C -3.043 6.389 -1.941
C -3.906 5.461 -2.531
C -3.635 4.272 -3.286
C -2.218 3.904 -3.414
O -1.761 2.836 -4.301
O -3.557 7.509 -1.458
H -0.194 4.819 -3.008
H -1.130 6.775 -1.789
H -4.904 5.455 -2.503
H -4.308 3.713 -3.777
H -0.872 2.746 -4.490
H -2.699 7.832 -0.896
C 0.367 -4.008 5.210
C -0.246 -2.740 5.179
C 0.254 -1.722 4.348
C 1.508 -1.909 3.717
C 2.013 -3.226 3.618
C 1.376 -4.323 4.306
O 1.838 -5.576 4.202
O -0.304 -0.486 4.223
H -0.059 -4.805 5.811
H -1.152 -2.416 5.746
H 2.175 -1.216 3.114
H 2.867 -3.431 3.341
H 2.742 -5.688 4.073
H -1.218 -0.503 4.446
C 1.660 -1.058 -4.082
C 1.805 -0.150 -3.000
C 2.888 -0.235 -2.199
C 3.851 -1.382 -2.340
C 3.603 -2.336 -3.312
C 2.516 -2.161 -4.215
O 2.505 -2.819 -5.367
O 3.028 0.760 -1.254
H 1.084 -0.824 -4.819
H 0.820 0.405 -2.786
H 4.788 -1.393 -1.844
H 4.631 -2.758 -3.388
H 1.704 -2.815 -5.949
H 3.655 0.689 -0.630
*
```

Frontier orbital gap, eV: 7.923
Relative energy (zero: lowest compared OMol25 entry of this formula, charge and spin), eV: 11.945
E_LUMO, eV: 0.396
Strongest force on any atom, eV/Å: 10.637

Electronic structure analysis, Mulliken charges in units of e:
1. C -0.6394
2. O -0.4326
3. H 0.2438
4. H 0.2222
5. H 0.3242
6. H 0.2927
7. C -0.9294
8. C -0.2998
9. C 0.4440
10. C -0.5653
11. C -0.6056
12. C 0.4960
13. O -0.5172
14. O -0.4986
15. H 0.7475
16. H 0.4322
17. H 0.5255
18. H 0.3324
19. H 0.2857
20. H 0.1455
21. C -0.1205
22. C 0.5489
23. C -0.2518
24. C 0.0329
25. C -0.7907
26. C 0.4837
27. O -0.4613
28. O -0.5410
29. H 0.1202
30. H -0.0216
31. H 0.4170
32. H 0.1380
33. H 0.1893
34. H 0.3686
35. C -0.5667
36. C -0.4216
37. C 0.1979
38. C -0.3993
39. C -0.8481
40. C 0.6597
41. O -0.6259
42. O -0.5203
43. H 0.3274
44. H 0.4496
45. H 0.4582
46. H 0.5693
47. H 0.2829
48. H 0.3553
49. C -0.6258
50. C -0.5648
51. C 0.7488
52. C -0.6520
53. C -0.7306
54. C 0.3444
55. O -0.5465
56. O -0.4680
57. H 0.3872
58. H 0.2706
59. H 0.3174
60. H 0.9145
61. H 0.3144
62. H 0.2508
63. C -1.0013
64. C -0.0110
65. C 0.5697
66. C -0.4533
67. C -0.7552
68. C 0.6806
69. O -0.5668
70. O -0.4690
71. H 0.6385
72. H 0.0129
73. H 0.4276
74. H 0.3105
75. H 0.3438
76. H 0.2788

---

# 3
Computed, not measured: C31H35CaP2S4Sb as an isolated structure, with ωB97M-V with the def2-TZVPD basis set.

Geometry as ORCA input:
```
! RIJCOSX wB97M-V def2-TZVPD def2/J DEFGRID3
* xyz -2 1
Ca -0.896 -1.174 0.765
C 2.249 0.702 -2.018
C 1.055 1.290 -1.291
P 1.290 2.836 -0.288
C 1.816 3.994 -1.621
C 0.938 4.167 -2.699
C 1.211 5.074 -3.712
C 2.363 5.851 -3.664
C 3.222 5.720 -2.585
C 2.949 4.806 -1.573
C 2.811 2.477 0.658
C 4.120 2.426 0.169
C 5.167 2.063 1.000
C 4.921 1.722 2.328
C 3.628 1.748 2.822
C 2.585 2.143 1.994
C 1.826 -0.217 -3.156
P 0.469 -1.353 -2.611
C 0.301 -2.318 -4.175
C -0.429 -1.736 -5.212
C -0.603 -2.392 -6.423
C -0.063 -3.658 -6.611
C 0.649 -4.254 -5.582
C 0.831 -3.590 -4.373
C 1.301 -2.497 -1.458
C 2.676 -2.590 -1.271
C 3.195 -3.392 -0.260
C 2.347 -4.101 0.578
C 0.974 -4.033 0.391
C 0.459 -3.239 -0.621
H 2.834 0.130 -1.293
H 2.896 1.492 -2.412
H 0.727 0.499 -0.632
H 0.229 1.495 -1.978
H 0.021 3.591 -2.738
H 0.517 5.183 -4.537
H 2.581 6.557 -4.456
H 4.115 6.331 -2.527
H 3.622 4.733 -0.729
H 4.325 2.639 -0.874
H 6.175 2.019 0.605
H 5.738 1.413 2.968
H 3.408 1.423 3.831
H 1.575 2.143 2.384
H 2.678 -0.776 -3.551
H 1.411 0.354 -3.992
H -0.874 -0.757 -5.061
H -1.173 -1.922 -7.215
H -0.204 -4.177 -7.551
H 1.068 -5.245 -5.717
H 1.388 -4.064 -3.574
H 3.355 -2.011 -1.884
H 4.265 -3.419 -0.094
H 2.744 -4.655 1.421
H 0.312 -4.545 1.077
H -0.615 -3.154 -0.743
S 1.391 -1.209 5.126
Sb 1.074 -2.460 3.225
S 1.707 -1.097 1.352
S -1.250 -2.839 2.786
S 2.184 -4.476 3.188
C -2.338 1.854 1.654
C -2.601 1.666 0.158
C -3.817 2.511 -0.247
C -2.723 0.174 -0.204
H -2.308 2.911 1.940
H -1.382 1.420 1.967
H -3.124 1.362 2.237
H -1.736 2.091 -0.374
H -4.695 2.189 0.324
H -4.041 2.372 -1.308
H -3.665 3.584 -0.064
H -2.867 0.106 -1.297
H -3.672 -0.195 0.232
*
```

Frontier orbital gap, eV: 5.236
Relative energy (zero: lowest compared OMol25 entry of this formula, charge and spin), eV: 1.264
E_LUMO, eV: 3.896
Strongest force on any atom, eV/Å: 3.159

Electronic structure analysis, Mulliken charges in units of e:
1. Ca 0.9006
2. C -0.1391
3. C 0.3763
4. P 0.0528
5. C 0.2617
6. C -0.3647
7. C -0.6405
8. C -0.4398
9. C -0.6044
10. C -0.3780
11. C 0.6049
12. C 0.1222
13. C -0.8713
14. C -0.5380
15. C -0.4027
16. C -0.7916
17. C -1.6601
18. P 0.5645
19. C 0.4461
20. C -0.5041
21. C -0.5517
22. C -0.4119
23. C -0.6287
24. C -0.4906
25. C 0.8860
26. C -0.7596
27. C -0.4199
28. C -0.3817
29. C -0.7393
30. C -1.5173
31. H 0.1866
32. H 0.4395
33. H -0.8338
34. H 0.5714
35. H 0.2752
36. H 0.3816
37. H 0.3476
38. H 0.3754
39. H 0.4944
40. H 0.4639
41. H 0.3564
42. H 0.3614
43. H 0.4420
44. H 0.2358
45. H 0.5157
46. H 0.5995
47. H 0.3724
48. H 0.3588
49. H 0.3451
50. H 0.3765
51. H 0.3534
52. H 0.2762
53. H 0.3794
54. H 0.1463
55. H 0.5782
56. H 1.3382
57. S -0.7816
58. Sb 0.8712
59. S -0.4693
60. S -0.7479
61. S -0.7278
62. C -1.4049
63. C 2.5577
64. C -1.8501
65. C -1.8238
66. H 0.3817
67. H 0.1979
68. H 0.3123
69. H -0.7973
70. H 0.3631
71. H 0.4087
72. H 0.4153
73. H 0.1409
74. H 0.2364